A cluster of 2 separate species, C2H4N2S in total at a distorted geometry. Source: OMol25; level of theory: ωB97M-V/def2-TZVPD.

Bonds (Å) are listed after each position.
Element x y z (Å)
1 H -2.22409 1.72359 -0.16444  N2 1.084
2 N -1.45868 2.48605 -0.25518  H1 1.084, C3 1.292
3 C -0.48860 1.99060 -0.94970  N2 1.292, C4 1.396, H6 1.140
4 C -0.61790 0.67152 -1.38862  C3 1.396, N5 1.163
5 N -0.76693 -0.45838 -1.61891  C4 1.163
6 H 0.44204 2.61989 -1.14348  C3 1.140
7 S 1.84416 -2.75092 0.06056  H8 1.339, H9 1.333
8 H 1.08255 -3.32551 1.00062  S7 1.339
9 H 1.94298 -1.66368 0.82474  S7 1.333

As for the charge: 0. The calculation puts the max |F| at 3.6 eV Å⁻¹. The calculation puts the total energy at -15952.5341 eV.

An isolated molecule of C2H4N2S2 at a distorted geometry. Source: OMol25; level of theory: ωB97M-V/def2-TZVPD.

Bonds (Å) are listed after each position.
Element x y z (Å)
1 N 0.77464 -1.21081 -0.75061  N2 1.422, H7 1.025, H8 1.126
2 N -0.47280 -1.47701 -0.12286  N1 1.422, C3 1.171
3 C -1.14187 -0.52383 -0.00374  N2 1.171, S4 1.849, H9 1.185
4 S -0.87445 1.20878 -0.59218  C3 1.849, C5 1.804
5 C 0.19656 1.68102 0.77994  S4 1.804, S6 1.713, H10 1.259
6 S 0.52880 3.25306 1.37424  C5 1.713
7 H 0.84672 -0.58294 -1.55803  N1 1.025
8 H 1.32894 -2.18611 -0.84680  N1 1.126
9 H -1.95986 -0.72927 0.82821  C3 1.185
10 H 0.77332 0.56712 0.89184  C5 1.259

As for the charge: 0. The calculation puts the max |F| at 10.3 eV Å⁻¹. The calculation puts the total energy at -26785.5324 eV.

Respective energy above the lowest of the compared OMol25 structures with the same formula, charge and spin values: 130.1 432.5 kJ/mol.